Record 1
# CBrFO

An isolated molecule of CBrFO at a distorted geometry (ωB97M-V/def2-TZVPD, the OMol25 dataset).

Structure (XYZ):
```
4
Properties=species:S:1:pos:R:3:forces:R:3
F 1.015492 0.942564 -0.104911 -1.0 -1.2 0.6
O 0.290686 -1.134196 0.990137 -1.2 8.8 -6.3
C 0.102372 0.013267 0.110811 1.5 -7.7 5.2
Br -1.408550 0.178365 -0.996037 0.6 0.0 0.6
```
Forces are in eV/Å.

Its largest force on an atom is 10.9 eV Å⁻¹. The calculation puts the energy relative to the best compared isomer or geometry (same formula, charge and spin) at 1.858 eV. As for the SMILES: O=C(F)Br. Its LUMO energy is -0.0248 hartree.



Record 2
# C3H8N2O

An isolated molecule of C3H8N2O at a distorted geometry (ωB97M-V/def2-TZVPD, the OMol25 dataset).

Structure (XYZ):
```
14
Properties=species:S:1:pos:R:3:forces:R:3
H 1.175579 -0.337330 -1.490863 0.3 -1.9 -0.3
C -0.003868 0.143576 0.245587 -2.3 -2.9 3.6
H -2.171674 -1.612368 -1.132770 0.0 -0.5 -0.8
H 0.600900 1.150358 -1.505249 0.0 0.2 0.6
H 2.921586 0.185701 -0.346549 1.0 -0.3 -0.1
O 0.184730 -0.251293 1.455526 0.1 1.7 -4.9
N -1.364082 0.063712 -0.244761 1.4 2.5 -1.1
H -1.789827 0.786390 -0.949880 1.8 -2.1 1.7
C -2.064875 -1.170633 -0.165894 -4.5 1.1 0.7
H -1.728162 -1.902830 0.515408 1.0 -0.3 0.9
N 2.317632 0.975560 -0.252661 -1.0 -0.9 0.6
H -3.207000 -0.946440 0.190238 2.5 -0.6 -0.7
H 2.256739 1.036767 0.783867 -0.3 0.2 -0.9
C 1.033605 0.422922 -0.784102 0.2 3.7 0.7
```
Forces are in eV/Å.

Its largest force on an atom is 5.2 eV Å⁻¹. The calculation puts the energy relative to the best compared isomer or geometry (same formula, charge and spin) at 2.301 eV. As for the SMILES: CNC(=O)CN. Its LUMO energy is 0.0294 hartree.



Record 3
# C2H12O3S

A cluster of 4 separate species, C2H12O3S in total at a distorted geometry (ωB97M-V/def2-TZVPD, the OMol25 dataset).

Structure (XYZ):
```
18
Properties=species:S:1:pos:R:3:forces:R:3
H 0.823722 -3.604205 0.524959 0.2 0.1 -0.1
H -1.603192 3.640051 -0.736117 -0.5 -0.1 -0.4
H -3.067738 -0.002795 1.395733 0.0 0.1 0.3
S -2.563414 0.247468 0.190194 0.3 -0.2 -0.5
H 1.112553 -0.346016 -0.575381 0.2 0.1 0.1
H -2.012664 2.135326 -1.696382 -0.1 0.3 -0.1
H -0.435343 2.478988 -1.005555 1.1 -0.6 -0.4
H 0.555923 -4.844721 1.343622 0.0 -0.1 0.1
O 1.426371 0.565797 -0.538720 -0.1 0.2 0.1
H 3.981732 -1.507020 -0.012303 0.0 0.0 0.0
H 3.638633 -2.502976 -1.121381 0.1 -0.1 0.0
H -2.765605 2.504640 0.774048 -0.4 0.3 0.8
O 1.275099 -4.309488 0.997629 -0.1 0.0 0.0
H -1.144145 1.899106 1.225749 0.1 0.2 0.1
O 3.254847 -1.842267 -0.542436 -0.2 0.0 0.0
H 0.919139 0.996968 0.159555 0.0 -0.2 -0.1
C -1.916315 1.932204 0.468944 -0.5 -0.5 -0.5
C -1.479609 2.558942 -0.852152 0.0 0.5 0.8
```
Forces are in eV/Å.

Its largest force on an atom is 1.3 eV Å⁻¹. The calculation puts the energy relative to the best compared isomer or geometry (same formula, charge and spin) at 0.796 eV. As for the SMILES: CCS.O.O.O. Its LUMO energy is 0.0209 hartree.



Record 4
# C4H11NO2

A cluster of 3 separate species, C4H11NO2 in total at a distorted geometry (ωB97M-V/def2-TZVPD, the OMol25 dataset).

Structure (XYZ):
```
18
Properties=species:S:1:pos:R:3:forces:R:3
H 1.844716 3.090516 -0.438328 -1.4 1.7 -1.2
O -0.903292 -5.320307 3.570263 -2.1 1.4 0.8
H -0.420061 0.680717 -1.834227 0.2 -0.8 0.7
H 1.549411 3.781267 -1.807071 0.5 -0.1 -1.1
C -0.037953 -0.110959 -1.135872 -4.2 2.6 2.2
H -0.257719 -5.549246 4.230762 0.4 -0.1 0.4
H -1.614996 -4.800648 4.081529 1.7 -1.3 -1.2
C 1.195332 -0.667768 -1.523826 3.1 -0.7 -3.5
C -1.614544 2.144794 -0.178730 2.1 -6.3 2.3
O 1.268525 3.787015 -0.909073 0.9 -1.6 2.3
H -0.403552 -0.822907 0.954592 -0.5 1.1 -1.4
H -2.132639 2.868024 0.285908 -2.3 2.4 1.3
H 1.929612 -0.087632 -0.920951 0.3 -0.5 -0.9
H 1.314731 -1.707170 -1.286290 0.2 -0.6 0.2
N -1.562276 0.980058 0.481723 -0.3 1.6 -1.7
C -0.665193 -0.110315 0.099883 1.1 1.0 -1.4
H 1.421174 -0.574915 -2.773635 -0.5 -0.1 3.7
H -0.911275 2.419475 -0.896658 1.0 0.4 -1.5
```
Forces are in eV/Å.

Its largest force on an atom is 7.1 eV Å⁻¹. The calculation puts the energy relative to the best compared isomer or geometry (same formula, charge and spin) at 4.136 eV. As for the SMILES: C=N/C=C/C.O.O. Its LUMO energy is 0.0178 hartree.



Record 5
# C5H22FN6NbO10P

A structure of composition C5H22FN6NbO10P at a distorted geometry (ωB97M-V/def2-TZVPD, the OMol25 dataset).

Structure (XYZ):
```
46
Properties=species:S:1:pos:R:3:forces:R:3
H -5.125788 -4.554255 3.431563 0.3 -0.1 0.1
Nb -2.352614 -2.138099 0.362731 -5.2 -0.7 0.1
H 0.609956 -0.717538 1.166723 0.0 0.0 -1.0
H 0.042945 -3.806753 1.117975 1.3 0.8 -0.4
H 2.148273 1.999286 -3.364721 -0.1 0.1 -0.1
O 2.888424 -0.914032 -0.648051 2.0 0.7 1.0
N -3.234881 -5.215344 4.098779 1.2 0.4 -0.9
O -2.740571 -4.651806 3.115400 -0.8 -1.2 1.9
H -2.341002 -2.303322 -1.438555 0.7 -0.4 -0.6
H -1.180392 3.001372 -2.967550 -0.5 -0.4 0.3
N -0.859592 1.288850 -1.805205 0.4 -0.5 0.8
H -2.102709 2.952930 -1.426729 0.2 -0.3 -0.1
N 1.196612 3.864517 -3.320633 -0.6 0.6 0.1
H 2.313117 4.441005 1.367793 -0.3 0.0 -0.1
N 0.296612 4.927257 0.974078 -0.9 0.5 0.0
H -5.101590 -6.152909 4.250626 0.1 0.2 0.1
H 1.248273 3.062026 0.929991 0.0 0.1 -0.2
H 5.377669 -1.344266 -1.290702 -0.2 -0.1 0.2
O -0.382068 0.538642 -2.664420 -0.4 0.9 1.1
O 3.988899 0.233941 0.876635 -0.3 -1.0 -1.1
O -0.711576 4.664093 0.308199 1.5 0.6 1.1
H -2.657809 -0.353146 0.313652 0.2 0.7 0.0
O -0.658244 1.218723 -0.587218 0.1 0.0 -2.0
N 0.851250 -3.163606 0.894805 -1.4 -0.1 -0.2
C 5.106491 -1.477155 -0.241408 0.3 -0.1 0.2
H -2.599736 1.902085 -2.796378 0.2 0.0 0.0
C -4.711702 -5.132973 4.259954 -0.3 0.2 -0.2
O 0.388899 5.812066 1.832885 -0.4 -1.0 -1.2
O -2.613673 -5.843574 4.963950 -0.6 0.6 -0.9
O 0.188424 3.601353 -3.986512 1.9 0.9 0.6
O 1.288899 4.749326 -2.461827 -0.5 -1.1 -1.3
H 2.677669 3.171119 -4.629164 -0.2 -0.1 0.2
C 2.406491 3.038230 -3.579870 0.3 -0.1 0.1
H -2.387346 -2.154936 2.181120 0.7 -0.3 0.5
C 1.506491 4.100970 0.714842 0.3 -0.1 0.1
H 5.913117 -1.137120 0.411543 -0.3 0.0 -0.1
C -1.757617 2.373499 -2.285673 -0.4 0.2 0.3
P 0.199839 -1.791325 0.293948 0.1 -0.9 0.5
H -2.110322 -3.963361 0.440975 0.4 -0.1 0.0
F -4.462908 -2.449703 0.294164 2.9 0.7 0.0
H 1.777669 4.233859 -0.334452 -0.2 -0.1 0.2
N 3.896612 -0.650868 0.017828 -1.2 0.4 0.0
H 4.848273 -2.516099 -0.026259 -0.1 0.2 -0.2
H -4.912152 -4.639704 5.213222 0.1 -0.2 -0.1
H 0.630267 -1.481521 -1.051134 -0.1 0.3 0.9
H 3.213117 3.378264 -2.926919 -0.3 0.0 -0.1
```
Forces are in eV/Å.

Its largest force on an atom is 5.2 eV Å⁻¹. As for the charge: -1. Its LUMO energy is 0.0443 hartree.



Record 6
# C25H21IrN2PS2Se2

A structure of composition C25H21IrN2PS2Se2 at a distorted geometry (ωB97M-V/def2-TZVPD, the OMol25 dataset).

Structure (XYZ):
```
54
Properties=species:S:1:pos:R:3:forces:R:3
H -5.012636 -2.112451 4.391960 0.0 0.0 0.0
C 0.609637 -6.468856 2.628293 0.0 0.0 0.0
C -4.073496 -2.812065 0.711003 0.0 -0.1 0.0
H -2.652182 -2.112384 3.719358 0.0 0.0 0.0
H -1.766485 4.798342 -3.241232 0.0 0.0 0.0
C -3.076786 -2.588116 1.655460 0.0 0.1 0.1
C -5.405910 -2.790657 1.097892 0.0 0.0 0.0
C -1.981424 3.753924 2.422630 0.1 0.0 0.0
H -0.454542 2.024265 5.526389 0.0 0.0 0.0
C -0.762124 3.093744 2.340168 0.0 -0.1 0.0
C -0.889416 2.495933 4.655483 0.0 0.0 0.0
C -5.742179 -2.546593 2.420353 0.0 0.0 0.0
C -0.199865 2.486513 3.453296 0.0 -0.1 0.0
S 0.236168 3.085113 0.834992 -0.2 0.0 -0.1
C -0.591616 -4.143725 1.723085 0.0 0.1 0.0
Se -1.080257 -2.242365 -0.952264 0.3 0.6 -0.2
Ir 0.118055 -0.127224 -0.233490 -0.8 -0.3 1.2
H -0.102335 4.798631 -1.400054 0.0 0.0 0.0
H 0.763486 1.995882 3.382453 0.0 0.0 0.0
H 1.807573 1.576085 1.023604 0.1 0.2 -0.2
H 0.019367 -5.829146 4.592879 0.0 0.0 0.0
C -3.417537 -2.324906 2.982921 0.0 0.0 0.0
C 0.014598 -5.599678 3.536005 0.0 0.0 0.0
C -2.962367 2.189757 -1.430945 0.0 0.0 0.0
H -2.158775 1.508246 0.439944 0.0 0.0 0.0
H -2.662468 3.127643 5.679282 0.0 0.0 0.0
S 1.975825 -0.668644 -1.530652 -0.2 0.2 0.6
H 1.080508 -6.847430 0.572177 0.0 0.0 0.0
H -3.568872 3.115736 -3.267328 0.0 0.0 0.0
P -1.339532 -2.604076 1.163271 -0.3 -0.4 0.2
C 1.035425 0.485201 -2.291994 0.5 -0.3 -0.4
C -2.124149 3.122862 4.741087 0.0 0.0 0.0
C -2.664086 3.756134 3.630624 0.0 0.0 0.0
H -3.619920 4.257107 3.701435 0.0 0.0 0.0
C 0.008733 -5.009293 0.816103 0.0 0.0 0.0
C -0.583333 -4.435845 3.088545 0.0 0.0 -0.1
C -0.909476 4.077888 -1.414893 0.0 0.0 0.0
C -1.022332 3.136411 -0.408531 0.0 0.0 0.1
H 0.006502 -4.775649 -0.240259 0.0 0.0 0.0
H -3.764287 1.463907 -1.438087 0.0 0.0 0.0
H -6.780644 -2.538466 2.723150 0.0 0.0 0.0
C -2.854903 3.127156 -2.454841 0.0 0.0 0.0
C -2.046891 2.191117 -0.396327 0.0 0.1 0.1
H -6.180650 -2.957843 0.362032 0.0 0.0 0.0
C -1.843678 4.072049 -2.444281 0.1 0.0 0.0
H -1.033667 -3.758619 3.802887 0.0 0.0 0.0
Se -0.323452 -0.887158 2.087774 0.4 0.5 -1.3
N 0.863584 1.608433 0.659587 0.4 -0.2 -0.1
C 0.608900 -6.174297 1.275035 0.0 0.0 0.0
H -2.399057 4.259034 1.563377 0.0 0.0 -0.1
H 1.075087 -7.378031 2.984421 0.0 0.0 0.0
C -4.748307 -2.312325 3.362280 0.0 0.0 0.0
H -3.811515 -3.007247 -0.320534 0.0 0.0 0.0
N 0.252402 1.251934 -2.689043 -0.3 0.0 0.4
```
Forces are in eV/Å.

Its largest force on an atom is 1.4 eV Å⁻¹. The calculation puts the energy relative to the best compared isomer or geometry (same formula, charge and spin) at 0.726 eV. As for the charge: +1. Its LUMO energy is -0.1686 hartree.